Record 1
Computed, not measured: 2 unconnected molecules or ions with the total composition H3O2PS, with ωB97M-V with the def2-TZVPD basis set.

Values from the calculation:
2S+1: 1
Total charge: 0
Gap between HOMO and LUMO, eV: 9.20

Last column: Löwdin charge in e.
Positions of all 7 atoms, in Å:
O -2.029 -0.227 0.308  -0.5937
O 1.488 -0.903 0.085  -0.0872
P -2.092 1.204 0.043  0.4765
S -0.211 1.739 -0.806  0.3267
H 1.103 -1.784 0.061  0.0530
H 1.335 -0.579 0.983  0.0499
H 0.405 0.550 -0.674  -0.2252



Record 2
Computed, not measured: a single C2H4N4 molecule, with ωB97M-V with the def2-TZVPD basis set.

Values from the calculation:
2S+1: 1
Total charge: 0
Gap between HOMO and LUMO, eV: 9.41

Last column: Löwdin charge in e.
Positions of all 10 atoms, in Å:
N -1.420 -0.063 -1.217  0.1053
C -0.243 0.012 -0.716  -0.4725
C -0.231 -0.395 0.697  -0.1384
N 0.954 0.347 1.101  -0.0248
N 1.599 0.842 0.034  0.0014
N 0.961 0.660 -1.057  0.0466
H -1.463 -0.237 0.515  0.1796
H -1.522 -0.031 -2.218  0.0534
H -0.108 -1.465 0.902  0.1153
H 1.470 0.310 1.969  0.1341



Record 3
Computed, not measured: 2 unconnected molecules or ions with the total composition H3O2PS, with ωB97M-V with the def2-TZVPD basis set.

Values from the calculation:
2S+1: 1
Total charge: 0
Gap between HOMO and LUMO, eV: 8.52

Last column: Löwdin charge in e.
Positions of all 7 atoms, in Å:
O 0.471 0.476 0.050  0.0059
O -2.212 -0.242 0.186  -0.5368
P -3.570 0.523 -0.407  0.3431
S -5.112 -0.480 0.236  0.0655
H 0.180 0.261 0.946  0.0690
H -1.232 0.025 -0.144  0.0502
H 1.009 -0.201 -0.182  0.0031



For the records above, the corresponding highest occupied orbital energy values read -9.8 -9.3 -9.1 eV.
For the records above, the corresponding maximum force values read 1.32 3.56 4.50 eV Å⁻¹.
For the records above, the corresponding energy above the lowest of the compared OMol25 structures with the same formula, charge and spin values read 1.279 3.935 1.363 eV.